66
Properties=species:S:1:pos:R:3:forces:R:3 method="wB97M-V/def2-TZVPD" e_homo_ha="0.1062 / -0.0210" e_above_lowest_kcal_mol=6.5 homo_lumo_gap_ev="1.57 / 4.96" spin_multiplicity=3 energy_ha=-2053.25369 fmax_ev_per_a=3.8 charge=-2
C -0.5390 0.9627 -4.2792 0.190 1.575 -1.183
I 1.3049 2.9262 -1.1850 2.643 1.672 -1.686
H -0.0300 1.9488 -4.3116 0.353 -0.662 0.450
H -1.6095 1.2579 -4.3168 0.487 -0.429 -0.855
H -0.1374 0.3075 -5.0881 -0.673 0.770 -0.060
C 0.9513 -2.9913 -3.9362 -0.045 0.103 0.380
C 2.0674 -2.3275 -3.5726 -0.421 -0.542 -0.250
N 1.6467 -1.1759 -2.8941 1.968 -0.064 -0.590
C 0.2994 -1.0652 -2.9876 -0.480 1.767 -0.101
N -0.1337 -2.2508 -3.4878 -1.164 -2.174 -0.761
H 0.8340 -3.8974 -4.5331 -0.069 0.321 0.461
H 3.0731 -2.6342 -3.8446 -0.084 0.581 0.543
C -3.9959 2.2654 0.3142 -2.153 -2.251 0.308
C -1.8131 1.8881 -0.0305 -0.884 0.544 -0.109
N -3.0206 1.3191 0.1234 -0.098 0.138 0.175
H -3.8103 4.4398 0.4254 0.034 -0.240 -0.080
N -2.0662 3.2153 0.0867 -0.385 0.127 0.248
H -5.0194 1.9129 0.5049 0.562 0.646 -0.211
Au -0.0208 0.9034 -0.4308 0.199 -1.713 1.289
C -0.5902 0.1332 -3.0877 1.410 -2.807 2.217
O -1.7038 -0.1133 -2.5617 -1.914 0.108 0.509
C -3.4190 3.4409 0.2777 0.745 2.244 0.237
C -1.0928 4.2947 0.1717 -0.196 0.284 -0.293
H -0.2257 3.9736 0.7585 -0.442 0.214 -0.328
H -1.5739 5.1494 0.6574 -0.084 -0.090 0.050
H -0.7664 4.5730 -0.8419 -0.075 0.019 0.622
C -3.3076 -0.0917 0.2641 -0.018 -0.238 0.144
H -4.3940 -0.1241 0.4002 0.186 -0.457 -0.083
H -2.8174 -0.4999 1.1661 -0.199 0.153 -0.465
H -2.9948 -0.6488 -0.6221 0.015 0.136 0.080
C -1.4956 -2.8477 -3.5406 -0.037 -0.132 -0.204
H -1.5162 -3.6257 -4.3418 0.224 0.641 0.413
H -2.2696 -2.0980 -3.7596 0.492 -0.202 0.164
H -1.7535 -3.3824 -2.5951 0.351 0.605 -0.478
C 2.5657 -0.3195 -2.1419 0.052 0.547 0.373
H 2.7106 0.6459 -2.6528 -0.027 -0.324 0.271
H 3.5618 -0.7899 -1.9692 -0.829 -0.097 -0.486
H 2.1237 -0.0927 -1.1335 0.202 -0.183 -0.857
C 2.7721 1.4832 2.0540 0.607 0.398 0.068
Si 1.1166 1.0340 2.7495 -1.309 -0.949 -1.057
C 1.3386 0.3214 4.4953 0.229 0.036 0.347
C 0.1955 2.6456 3.0828 0.015 0.555 0.304
C 0.1655 -0.1125 1.6318 0.907 -0.222 0.060
Si 0.7796 -1.8568 1.7556 -0.839 1.539 -1.071
C -0.3327 -2.7769 2.9319 -0.250 -0.712 0.405
C 0.6843 -2.8630 0.1644 0.041 -0.281 0.193
C 2.5551 -2.0673 2.3025 0.404 -0.263 0.236
H 3.4031 1.8355 2.8761 0.206 0.064 0.012
H 2.6774 2.2999 1.3258 -0.051 -0.243 0.116
H 3.2911 0.6648 1.5565 -0.059 -0.091 0.010
H 2.2877 0.7051 4.8952 -0.119 -0.092 0.203
H 0.5213 0.7193 5.1063 0.067 -0.099 0.100
H 1.3347 -0.7712 4.5930 0.002 0.268 -0.122
H 0.6866 3.4910 2.5722 -0.237 -0.245 0.137
H -0.8537 2.5888 2.7620 0.218 0.025 -0.004
H 0.2065 2.8607 4.1663 -0.034 0.039 -0.309
H -0.9252 -0.0453 1.7140 0.251 -0.208 0.552
H -1.1526 -3.2387 2.3555 0.206 0.105 0.235
H 0.2627 -3.5777 3.3898 -0.297 -0.132 0.139
H -0.7685 -2.1494 3.7173 0.159 -0.078 -0.104
H 1.5568 -2.7143 -0.4869 -0.240 -0.029 0.061
H 0.6507 -3.9211 0.4795 0.046 0.132 -0.357
H -0.2295 -2.6306 -0.3990 0.192 -0.048 0.075
H 3.2827 -1.6224 1.6149 -0.170 -0.083 0.021
H 2.7911 -1.7265 3.3157 -0.055 -0.024 -0.147
H 2.6803 -3.1577 2.2738 0.270 0.043 0.041

=====

82
Properties=species:S:1:pos:R:3:forces:R:3 method="wB97M-V/def2-TZVPD" e_homo_ha=-0.1794 e_above_lowest_kcal_mol=57.2 homo_lumo_gap_ev=6.65 energy_ha=-3551.44645 fmax_ev_per_a=7.7 charge=-1
O -2.5494 5.0597 -0.8741 -1.780 -4.958 -3.674
C -2.9194 3.8925 -1.4682 0.595 -0.800 6.010
O -3.0916 2.6833 -0.6483 0.855 5.897 -4.803
B -3.1010 3.9663 -3.1206 0.022 0.513 3.571
S -4.8402 4.0895 -3.9123 0.274 1.409 -0.085
P -1.4927 3.9612 -4.2302 0.830 1.329 -2.054
O -0.7954 5.5442 -3.9297 -1.115 -0.554 -0.909
Cl -0.0860 2.5233 -3.5507 -0.682 1.028 0.370
H -5.1558 5.4855 -3.8836 0.867 -1.820 0.240
H -0.9737 6.1726 -4.7045 0.354 -1.808 1.418
C 5.2700 0.2202 0.0573 0.381 -0.132 0.155
O 4.1389 0.6598 -0.6922 -0.859 -0.218 0.358
C 2.9431 0.3006 -0.1607 -0.585 0.142 -0.289
O 2.7779 -0.3416 0.8645 0.237 0.731 -1.354
O 1.9630 0.7796 -0.9678 1.482 -0.480 0.763
C 0.6406 0.4752 -0.5292 -0.880 -0.064 0.158
H 6.1711 0.5627 -0.4586 -0.368 0.081 -0.108
H 5.2611 0.6566 1.0613 -0.065 -0.210 -0.130
H 5.2975 -0.8731 0.1091 -0.095 0.192 0.172
H 0.4466 0.9217 0.4514 0.063 -0.191 -0.167
H 0.4829 -0.6079 -0.5007 0.121 0.165 0.140
H -0.0616 0.9060 -1.2481 0.362 0.051 0.098
C -4.3617 0.3232 -1.7417 -0.153 0.641 0.586
O -3.8592 -0.8408 -2.3950 0.296 -1.845 0.449
C -3.6559 -1.8997 -1.5710 -0.260 0.887 0.214
O -3.8637 -1.9224 -0.3680 0.282 -0.232 -1.619
O -3.1813 -2.9287 -2.3175 -0.231 0.472 0.311
C -2.9197 -4.1191 -1.5768 0.105 -0.272 0.195
H -4.4863 1.1061 -2.4947 0.184 -0.338 0.067
H -5.3385 0.1211 -1.2903 0.150 -0.050 0.000
H -3.6519 0.6798 -0.9883 -0.340 0.008 -0.273
H -3.8387 -4.4987 -1.1188 0.203 0.152 0.086
H -2.1522 -3.9401 -0.8169 -0.274 -0.028 0.003
H -2.5448 -4.8746 -2.2727 -0.092 0.337 -0.090
C 8.3132 5.7115 -1.7352 0.305 -0.033 -0.277
O 7.2534 5.8656 -0.7932 -0.660 -0.494 0.006
C 6.2416 4.9734 -0.9403 -0.391 -0.454 -0.215
O 6.1799 4.0914 -1.7824 0.221 1.292 1.218
O 5.3103 5.2327 0.0120 1.123 0.019 -0.756
C 4.1791 4.3648 -0.0219 -0.613 -0.383 -0.008
H 9.0663 6.4758 -1.5247 -0.325 -0.051 0.190
H 8.7825 4.7279 -1.6307 -0.197 0.113 -0.143
H 7.9471 5.8608 -2.7561 0.035 -0.205 0.175
H 4.4831 3.3274 0.1511 -0.034 0.164 -0.234
H 3.6476 4.4602 -0.9743 0.189 -0.171 0.145
H 3.5003 4.6627 0.7819 0.331 0.166 -0.117
C -10.4619 3.4345 -1.0011 -0.278 0.283 0.132
O -9.4277 2.5588 -1.4459 -0.012 -0.995 0.287
C -9.5178 1.2956 -0.9584 -0.057 -0.184 0.186
O -10.3812 0.8785 -0.2025 1.104 0.579 -1.024
O -8.4806 0.5770 -1.4578 -0.885 0.763 0.311
C -8.4469 -0.7821 -1.0266 0.078 -0.492 0.155
H -10.2909 4.4159 -1.4520 0.228 -0.322 -0.040
H -11.4419 3.0717 -1.3277 0.153 -0.031 0.204
H -10.4319 3.5458 0.0876 -0.106 -0.150 -0.188
H -9.3463 -1.3135 -1.3541 0.066 0.147 0.193
H -8.3364 -0.8394 0.0611 -0.163 0.016 -0.199
H -7.5781 -1.2611 -1.4862 -0.098 0.378 -0.022
C -1.4737 -8.6255 2.0022 -0.050 -0.427 0.111
O -1.3813 -7.2533 1.6242 0.798 0.490 0.091
C -0.1635 -6.6953 1.8411 0.427 0.057 0.130
O 0.8101 -7.2600 2.3143 -1.401 0.724 -0.659
O -0.2170 -5.3999 1.4402 -0.217 -1.244 0.276
C 1.0036 -4.6822 1.6106 0.504 0.398 0.045
H -2.4890 -8.9683 1.7850 0.142 0.356 -0.058
H -0.7732 -9.2340 1.4209 -0.006 0.135 0.231
H -1.2927 -8.7433 3.0754 0.136 0.001 -0.230
H 1.8032 -5.1330 1.0138 -0.116 -0.019 0.243
H 1.2837 -4.6423 2.6682 0.026 -0.147 -0.227
H 0.8463 -3.6592 1.2579 -0.244 -0.286 0.022
C 4.3485 -0.4726 3.5438 -0.695 0.432 0.021
O 5.2499 -1.5696 3.4079 1.156 -0.301 0.789
C 6.2351 -1.6014 4.3405 -0.276 0.441 0.160
O 6.3944 -0.7948 5.2432 -0.116 -1.190 -1.231
O 7.0124 -2.6862 4.0945 -0.537 0.659 0.072
C 8.0984 -2.8485 5.0047 0.330 -0.066 0.264
H 3.6032 -0.5469 2.7472 0.433 -0.210 0.175
H 3.8290 -0.5169 4.5065 0.291 0.103 -0.053
H 4.8786 0.4788 3.4318 -0.036 -0.157 0.228
H 7.7288 -2.9877 6.0258 0.077 0.200 -0.160
H 8.7783 -1.9921 4.9511 -0.215 -0.075 0.140
H 8.6518 -3.7456 4.7141 -0.310 0.140 -0.171

=====

66
Properties=species:S:1:pos:R:3:forces:R:3 method="wB97M-V/def2-TZVPD" e_homo_ha=-0.1758 e_above_lowest_kcal_mol=0.0 homo_lumo_gap_ev=7.66 energy_ha=-1332.68063 fmax_ev_per_a=1.8 charge=-1
C -1.3225 -2.4820 -4.3492 0.045 0.119 0.081
C 0.1203 -2.8320 -4.1437 1.188 0.485 -0.636
O 1.0606 -2.2690 -4.6781 -1.325 -0.902 0.622
O 0.3331 -3.9226 -3.3522 0.436 0.503 0.020
C -0.2420 -3.8886 -2.0321 -0.247 -0.447 0.105
C 0.8420 -4.2597 -1.0363 0.180 0.377 0.023
C 1.8129 -3.1221 -0.6802 -0.154 0.032 -0.331
C 1.1795 -1.7878 -0.2433 0.132 -0.263 0.152
C 0.0088 -1.8690 0.7570 -0.090 0.248 -0.098
C -1.2899 -1.2025 0.2622 0.119 -0.326 0.275
O -1.0992 -0.1987 -0.6913 -0.174 -0.304 -0.246
B -2.5364 0.2034 -0.9310 -0.040 -0.347 -0.356
C -2.7450 1.6359 -1.6937 0.140 -0.119 0.194
C -1.4820 2.4788 -1.8292 -0.283 0.153 -0.222
O -0.9796 2.7840 -0.5262 0.058 0.214 -0.084
C -0.4130 1.7989 -2.7054 0.259 -0.116 0.097
N 0.9327 1.8858 -2.1405 -0.017 0.326 -0.070
O -3.0990 0.1977 0.4665 0.045 -0.154 0.129
C -2.1792 -0.4940 1.2946 0.142 0.614 -0.154
C -1.4130 0.5746 2.0899 0.083 0.081 0.588
C -0.7757 0.1790 3.4435 -0.008 -0.410 -0.452
C 0.7248 0.4510 3.4892 0.069 0.251 0.206
C 1.0413 1.9443 3.3488 0.283 -0.436 -0.542
N 2.1871 2.1828 2.4296 0.249 0.674 0.993
C 3.4100 1.6592 3.0293 0.054 -0.249 -0.240
C 2.3018 3.5454 2.1095 1.041 0.733 -0.159
C 1.0866 4.1585 1.4569 0.294 0.180 0.218
O 3.3396 4.1965 2.3016 -1.397 -1.147 -0.341
H -1.4130 -1.8957 -5.2583 -0.089 0.058 0.035
H -1.6898 -1.9035 -3.4995 -0.049 0.171 0.009
H -1.9199 -3.3909 -4.3981 -0.023 -0.006 -0.082
H -1.0486 -4.6256 -1.9843 -0.004 -0.026 -0.107
H -0.6868 -2.9193 -1.8255 0.063 0.207 0.046
H 1.4253 -5.0589 -1.4994 -0.087 -0.176 0.166
H 0.3669 -4.6521 -0.1367 -0.039 -0.066 0.029
H 2.4038 -2.9246 -1.5797 0.108 0.044 0.067
H 2.5160 -3.4883 0.0719 -0.053 -0.044 0.086
H 0.8753 -1.2337 -1.1288 -0.201 0.039 -0.006
H 1.9694 -1.1860 0.2146 0.050 0.033 -0.126
H -0.2341 -2.9056 1.0028 0.043 -0.043 -0.008
H 0.3169 -1.4192 1.6963 0.019 0.034 0.026
H -1.9377 -1.9928 -0.1566 0.023 -0.024 -0.186
H -3.0407 -0.7396 -1.6151 -0.055 0.174 0.124
H -3.2079 1.4561 -2.6690 0.148 0.120 -0.111
H -3.4675 2.2339 -1.1238 -0.112 -0.012 -0.020
H -1.7292 3.4339 -2.3130 0.069 0.111 0.159
H -1.5883 2.3781 0.0939 -0.124 -0.239 0.129
H -0.3785 2.2945 -3.6776 -0.126 0.021 -0.054
H -0.7142 0.7658 -2.8648 -0.079 -0.226 -0.107
H 0.9928 1.2776 -1.3356 -0.036 -0.044 0.120
H 1.6033 1.5732 -2.8278 0.064 -0.160 0.004
H -2.6882 -1.1840 1.9790 -0.094 -0.078 -0.033
H -0.6368 0.9875 1.4407 -0.054 -0.003 -0.156
H -2.1429 1.3672 2.2644 0.008 0.069 -0.063
H -1.2728 0.7086 4.2591 0.020 -0.037 0.093
H -0.9326 -0.8913 3.6130 -0.074 0.014 0.121
H 1.1518 0.0623 4.4175 0.019 -0.024 0.019
H 1.2340 -0.0624 2.6736 -0.104 -0.053 -0.068
H 1.3122 2.3709 4.3215 -0.220 0.120 0.089
H 0.1697 2.4502 2.9480 -0.018 0.142 0.040
H 3.3169 0.5806 3.1429 -0.039 -0.030 -0.008
H 3.5983 2.0962 4.0150 0.081 0.094 0.016
H 4.2561 1.8641 2.3776 -0.018 0.069 0.071
H 0.4914 4.6626 2.2218 -0.077 -0.011 -0.012
H 0.4769 3.4366 0.9189 0.039 0.058 -0.035
H 1.4477 4.9261 0.7748 -0.063 -0.047 -0.043

=====

72
Properties=species:S:1:pos:R:3:forces:R:3 method="wB97M-V/def2-TZVPD" e_homo_ha=-0.1292 homo_lumo_gap_ev=5.58 energy_ha=-4378.30957 fmax_ev_per_a=3.4 charge=-1
C 1.9498 -1.1020 4.0582 0.183 0.198 -0.293
C 1.1149 -1.2983 2.7790 0.008 0.503 0.266
C -0.3862 -1.4149 3.0254 0.598 -3.370 -0.008
Br -1.0727 0.5651 3.4109 -0.501 1.342 0.161
N -0.6368 -2.2981 4.0107 -0.017 0.919 -0.030
F -2.1205 -2.4418 4.0030 0.239 -0.230 -0.225
H 1.3133 -1.0115 4.9339 -0.032 -0.109 0.037
H 2.5482 -0.1920 3.9770 -0.013 0.021 0.049
H 2.6553 -1.9210 4.1964 -0.100 -0.108 0.157
H 1.2644 -0.4342 2.1299 -0.015 -0.100 -0.112
H 1.4567 -2.1771 2.2306 -0.122 -0.081 -0.020
H -0.9132 -1.6816 2.1005 -0.347 0.949 0.029
C 4.0318 3.0249 -1.2284 -0.152 -0.058 0.073
C 4.3336 4.1722 -0.2853 0.250 -0.038 -0.194
O 3.1888 4.5408 0.4876 -0.023 0.121 -0.105
C 2.9168 3.7193 1.5103 -0.146 0.032 0.001
O 3.5981 2.7889 1.8503 0.148 -0.148 0.061
O 1.7855 4.1129 2.0676 -0.032 0.062 0.089
C 1.3128 3.2517 3.1230 -0.049 -0.057 0.185
H 3.1784 3.2714 -1.8616 0.047 0.037 -0.057
H 4.8942 2.8195 -1.8638 0.010 0.023 -0.014
H 3.7866 2.1179 -0.6782 0.060 0.005 0.045
H 4.5934 5.0662 -0.8502 -0.076 0.075 0.044
H 5.1634 3.9372 0.3815 -0.045 -0.073 0.024
H 2.0795 3.1173 3.8833 0.066 -0.008 -0.061
H 1.0087 2.2893 2.7244 0.020 -0.035 -0.007
H 0.4481 3.7403 3.5587 -0.028 0.073 -0.120
C 0.2467 0.3020 -6.3840 0.188 -0.078 -0.058
C 0.6160 1.3120 -5.3197 -0.329 0.025 -0.046
O 1.9337 1.0785 -4.7944 0.001 -0.056 0.073
C 2.9402 1.4816 -5.5584 0.000 0.085 0.097
O 2.8538 2.0429 -6.6189 -0.008 0.040 -0.164
O 4.0808 1.1744 -4.9379 0.032 -0.061 0.024
C 5.2590 1.5225 -5.6662 0.153 0.002 0.046
H 0.3544 -0.7132 -6.0000 -0.078 0.004 0.036
H -0.7876 0.4491 -6.6939 -0.020 0.003 0.026
H 0.8872 0.4036 -7.2592 -0.018 0.060 -0.006
H -0.0443 1.2196 -4.4601 0.092 -0.021 0.079
H 0.5472 2.3336 -5.6915 0.106 -0.004 -0.051
H 5.2415 2.5708 -5.9554 -0.046 -0.003 -0.046
H 5.3573 0.8953 -6.5509 -0.037 0.048 -0.047
H 6.0916 1.3393 -4.9936 -0.039 -0.036 0.047
C 0.3754 -5.9147 -0.4857 0.141 0.027 -0.152
C 0.0266 -4.5017 -0.0711 -0.223 -0.163 0.213
O 1.0287 -3.5594 -0.4882 0.106 -0.018 0.045
C 1.0058 -3.2105 -1.7654 -0.067 0.138 0.158
O 0.2313 -3.5999 -2.6027 -0.036 -0.076 -0.131
O 1.9828 -2.3243 -1.9700 0.059 -0.017 -0.065
C 2.0933 -1.8744 -3.3194 0.129 0.103 -0.095
H 1.3651 -6.1854 -0.1151 -0.033 -0.015 0.076
H -0.3549 -6.6129 -0.0764 -0.005 0.012 0.036
H 0.3801 -6.0160 -1.5705 -0.056 0.019 -0.004
H -0.0027 -4.4133 1.0126 0.073 0.104 0.022
H -0.9447 -4.1957 -0.4569 0.038 0.029 -0.112
H 1.1379 -1.5065 -3.6860 -0.039 -0.057 0.004
H 2.4504 -2.6818 -3.9593 -0.093 -0.024 -0.022
H 2.8142 -1.0629 -3.3211 0.008 -0.003 0.113
C -8.5666 0.0260 2.1459 0.108 -0.117 0.009
C -8.4684 0.9769 3.3202 -0.180 0.111 -0.138
O -7.7290 0.4144 4.4066 -0.075 -0.020 0.024
C -6.3928 0.4211 4.2408 0.006 0.000 0.117
O -5.8198 0.8870 3.2939 0.055 0.057 -0.134
O -5.8507 -0.1532 5.2981 0.069 -0.065 0.112
C -4.4117 -0.3018 5.2583 0.182 -0.039 0.051
H -8.9822 -0.9303 2.4666 -0.065 0.025 -0.001
H -9.2103 0.4473 1.3724 -0.019 0.010 0.012
H -7.5842 -0.1594 1.7151 0.013 0.057 -0.005
H -9.4579 1.1789 3.7291 0.021 -0.036 0.088
H -8.0236 1.9272 3.0245 0.091 -0.042 -0.013
H -3.9183 0.6453 5.0598 -0.075 0.024 -0.123
H -4.1174 -1.0332 4.5111 0.022 0.050 -0.089
H -4.1269 -0.6613 6.2419 -0.085 -0.029 0.020